<P>
A structure of composition C40H54IrN4Si2. Source: OMol25; level of theory: ωB97M-V/def2-TZVPD.

Atoms and positions in Å:
1 Ir -0.02500 0.41435 -0.21423
2 C 0.49395 2.75148 3.43495
3 C 1.41982 1.97938 4.10875
4 C 1.93130 0.84069 3.49278
5 C 1.49421 0.50289 2.23246
6 N 0.54165 1.23685 1.60240
7 C 0.06878 2.33960 2.18132
8 C 2.04711 -0.64384 1.44120
9 C 3.12398 -1.44714 1.77553
10 C 3.53089 -2.42023 0.87038
11 C 2.87821 -2.56750 -0.34738
12 C 1.80690 -1.73647 -0.62731
13 N 1.43418 -0.82389 0.27074
14 C 1.00626 -1.68805 -1.89339
15 C 1.17483 -2.57114 -2.93504
16 C 0.43687 -2.39670 -4.10194
17 C -0.43994 -1.33343 -4.19196
18 C -0.58671 -0.49563 -3.09733
19 N 0.10498 -0.67534 -1.97305
20 H 0.09147 3.65588 3.86890
21 H 1.75181 2.25948 5.09961
22 H 2.66531 0.22490 3.99444
23 H -0.67676 2.88660 1.62080
24 H 3.64861 -1.31460 2.71143
25 H 4.37093 -3.05893 1.10989
26 H 3.21199 -3.30652 -1.06232
27 H 1.87378 -3.39127 -2.84243
28 H 0.55652 -3.08207 -4.93043
29 H -1.01488 -1.15150 -5.08888
30 H -1.27820 0.33550 -3.10051
31 C 2.03754 4.44567 -2.56594
32 C 0.57278 4.22509 -2.28966
33 C -0.38598 5.16560 -2.68457
34 C -1.74791 4.98444 -2.43572
35 C -2.75827 6.01657 -2.86795
36 C -2.16391 3.84197 -1.78333
37 C -1.23774 2.85001 -1.36301
38 C 0.13634 3.09160 -1.64009
39 N -1.55638 1.69212 -0.71870
40 C -2.94623 1.28188 -0.36615
41 C -3.82299 1.09649 -1.62214
42 C -5.22179 0.61469 -1.21461
43 C -5.85410 1.63408 -0.25858
44 C -5.00073 1.75478 1.01044
45 C -4.90280 0.38946 1.69366
46 C -4.25651 -0.60759 0.72918
47 C -5.12210 -0.74751 -0.52471
48 C -2.86700 -0.09005 0.32928
49 C -3.59846 2.25663 0.63790
50 H 2.20504 5.39135 -3.07795
51 H 2.44038 3.64919 -3.19353
52 H 2.61182 4.46070 -1.63835
53 H -0.06034 6.06367 -3.19814
54 H -2.27937 6.85448 -3.37060
55 H -3.30660 6.40709 -2.00947
56 H -3.48754 5.58360 -3.55410
57 H -3.21684 3.72515 -1.60078
58 H 0.88095 2.35979 -1.33118
59 H -3.34736 0.35602 -2.27642
60 H -3.91112 2.01778 -2.19180
61 H -5.83024 0.52669 -2.11622
62 H -6.86287 1.31013 0.00739
63 H -5.94924 2.60815 -0.74836
64 H -5.45332 2.47489 1.69390
65 H -5.89827 0.04268 1.98158
66 H -4.31069 0.47322 2.60961
67 H -4.13806 -1.58153 1.21743
68 H -6.11876 -1.10479 -0.25473
69 H -4.68781 -1.48205 -1.21022
70 H -2.39673 -0.81412 -0.35204
71 H -2.24724 0.00084 1.23290
72 H -2.96766 2.31521 1.53283
73 H -3.67303 3.26170 0.23114
74 C -0.25542 -4.97427 0.25321
75 Si -1.80748 -3.96379 0.51397
76 C -3.16032 -5.01581 1.21473
77 C -2.35961 -3.28813 -1.13839
78 C -1.33459 -2.54950 1.63740
79 Si -1.30524 -2.40636 3.50041
80 C 0.37771 -3.00869 4.04790
81 C -1.48275 -0.61046 3.98533
82 C -2.64765 -3.38774 4.31201
83 H -0.48604 -5.81931 -0.40066
84 H 0.13923 -5.37144 1.19183
85 H 0.53213 -4.38142 -0.22033
86 H -3.37394 -5.83016 0.51760
87 H -4.07931 -4.44012 1.35052
88 H -2.89573 -5.46442 2.17257
89 H -2.38673 -4.10267 -1.86811
90 H -1.68734 -2.51303 -1.52320
91 H -3.36628 -2.86643 -1.07521
92 H -0.84198 -1.71363 1.11831
93 H 1.17777 -2.39771 3.62024
94 H 0.55517 -4.04740 3.75803
95 H 0.44502 -2.94564 5.13696
96 H -0.89579 0.05673 3.34614
97 H -1.14098 -0.47581 5.01595
98 H -2.52684 -0.29278 3.94059
99 H -2.57700 -4.45462 4.09862
100 H -3.63514 -3.04210 3.99607
101 H -2.57893 -3.26380 5.39578

## Properties
**Spin multiplicity**: 2
**Total charge**: +2
**Orbital gap (alpha / beta)**: 3.9 / 3.9 eV
**E_LUMO (alpha / beta)**: -8.5 / -8.5 eV

Löwdin population analysis, charges in e, atoms 1 to 99: number 1, Ir, carries 1.055; number 2, C, carries -0.015; number 3, C, carries -0.020; number 4, C, carries 0.006; number 5, C, carries -0.208; number 6, N, carries -0.059; number 7, C, carries -0.094; number 8, C, carries -0.197; number 9, C, carries 0.011; number 10, C, carries -0.012; number 11, C, carries 0.015; number 12, C, carries -0.195; number 13, N, carries -0.063; number 14, C, carries -0.202; number 15, C, carries 0.010; number 16, C, carries -0.018; number 17, C, carries -0.014; number 18, C, carries -0.096; number 19, N, carries -0.057; number 20, H, carries 0.125; number 21, H, carries 0.126; number 22, H, carries 0.122; number 23, H, carries 0.110; number 24, H, carries 0.124; number 25, H, carries 0.126; number 26, H, carries 0.123; number 27, H, carries 0.122; number 28, H, carries 0.126; number 29, H, carries 0.124; number 30, H, carries 0.107; number 31, C, carries -0.033; number 32, C, carries -0.250; number 33, C, carries 0.030; number 34, C, carries -0.241; number 35, C, carries -0.030; number 36, C, carries 0.022; number 37, C, carries -0.266; number 38, C, carries -0.010; number 39, N, carries -0.032; number 40, C, carries -0.408; number 41, C, carries -0.066; number 42, C, carries -0.264; number 43, C, carries -0.097; number 44, C, carries -0.266; number 45, C, carries -0.103; number 46, C, carries -0.275; number 47, C, carries -0.105; number 48, C, carries -0.148; number 49, C, carries -0.066; number 50, H, carries 0.082; number 51, H, carries 0.087; number 52, H, carries 0.087; number 53, H, carries 0.127; number 54, H, carries 0.082; number 55, H, carries 0.090; number 56, H, carries 0.090; number 57, H, carries 0.096; number 58, H, carries 0.079; number 59, H, carries 0.117; number 60, H, carries 0.111; number 61, H, carries 0.149; number 62, H, carries 0.129; number 63, H, carries 0.128; number 64, H, carries 0.148; number 65, H, carries 0.131; number 66, H, carries 0.108; number 67, H, carries 0.128; number 68, H, carries 0.132; number 69, H, carries 0.100; number 70, H, carries 0.072; number 71, H, carries 0.085; number 72, H, carries 0.120; number 73, H, carries 0.111; number 74, C, carries -0.122; number 75, Si, carries 0.455; number 76, C, carries -0.157; number 77, C, carries -0.139; number 78, C, carries 0.051; number 79, Si, carries 0.454; number 80, C, carries -0.122; number 81, C, carries -0.140; number 82, C, carries -0.159; number 83, H, carries 0.063; number 84, H, carries 0.045; number 85, H, carries 0.019; number 86, H, carries 0.057; number 87, H, carries 0.046; number 88, H, carries 0.031; number 89, H, carries 0.061; number 90, H, carries 0.014; number 91, H, carries 0.020; number 92, H, carries -0.001; number 93, H, carries 0.017; number 94, H, carries 0.045; number 95, H, carries 0.063; number 96, H, carries 0.006; number 97, H, carries 0.059; number 98, H, carries 0.033; number 99, H, carries 0.031



<Q>
A structure of composition C40H54IrN4Si2. Source: OMol25; level of theory: ωB97M-V/def2-TZVPD.

Atoms and positions in Å:
1 Ir -0.17480 0.28328 -0.30210
2 C -0.36713 -2.55278 -3.63322
3 C -1.64524 -3.05696 -3.47169
4 C -2.42395 -2.58569 -2.42708
5 C -1.90668 -1.62714 -1.57697
6 N -0.64245 -1.15092 -1.72739
7 C 0.09696 -1.60391 -2.74122
8 C -2.65958 -1.06510 -0.43545
9 C -3.89165 -1.47907 0.03635
10 C -4.39021 -0.90993 1.19959
11 C -3.67547 0.07571 1.85939
12 C -2.46320 0.48598 1.33232
13 N -1.99364 -0.10351 0.22137
14 C -1.60564 1.58197 1.82010
15 C -1.99966 2.47640 2.79619
16 C -1.18463 3.55957 3.08920
17 C -0.01031 3.72554 2.38091
18 C 0.33194 2.78704 1.42492
19 N -0.42753 1.72037 1.16603
20 H 0.27004 -2.88082 -4.44194
21 H -2.03669 -3.79904 -4.15351
22 H -3.43325 -2.94728 -2.29199
23 H 1.08696 -1.18416 -2.83800
24 H -4.44660 -2.25076 -0.47666
25 H -5.34405 -1.23332 1.59242
26 H -4.06875 0.52861 2.75742
27 H -2.94307 2.34551 3.30592
28 H -1.47754 4.27370 3.84641
29 H 0.63770 4.57221 2.55561
30 H 1.23459 2.88189 0.83588
31 C -2.63222 -4.51060 1.97622
32 C -1.55384 -3.58606 2.46715
33 C -1.16878 -3.60217 3.81290
34 C -0.11622 -2.82129 4.28579
35 C 0.31048 -2.88463 5.72624
36 C 0.55267 -1.99368 3.39658
37 C 0.15259 -1.89800 2.04748
38 C -0.90552 -2.72559 1.60907
39 N 0.74467 -1.07114 1.13389
40 C 2.19411 -0.82078 1.12616
41 C 2.67291 0.26804 2.10885
42 C 4.16124 0.55777 1.87784
43 C 4.96541 -0.72465 2.10906
44 C 4.50203 -1.80180 1.12503
45 C 4.72356 -1.30687 -0.30489
46 C 3.93186 -0.01396 -0.54113
47 C 4.37453 1.06242 0.44872
48 C 2.45812 -0.34920 -0.31321
49 C 3.01276 -2.10102 1.35108
50 H -2.38565 -5.54850 2.19952
51 H -2.76858 -4.42418 0.89781
52 H -3.58426 -4.29347 2.46406
53 H -1.68603 -4.26126 4.50076
54 H -0.36616 -3.50199 6.31298
55 H 0.33714 -1.89012 6.17180
56 H 1.31120 -3.31049 5.81159
57 H 1.36290 -1.38639 3.76927
58 H -1.11700 -2.76945 0.55230
59 H 2.52625 -0.04894 3.14043
60 H 2.09049 1.17660 1.96992
61 H 4.47509 1.32482 2.58870
62 H 4.83487 -1.06929 3.13822
63 H 6.03076 -0.52815 1.97076
64 H 5.06855 -2.72031 1.28697
65 H 4.42189 -2.07160 -1.02654
66 H 5.78465 -1.11053 -0.47298
67 H 4.07477 0.31716 -1.56934
68 H 3.80908 1.98848 0.28380
69 H 5.42603 1.30593 0.28646
70 H 2.15555 -1.13803 -1.00084
71 H 1.85467 0.59645 -0.54914
72 H 2.85922 -2.47774 2.36367
73 H 2.66527 -2.87511 0.65917
74 C 2.23568 1.76581 -2.78467
75 Si 0.50473 2.45881 -3.03049
76 C 0.71194 4.31745 -2.96261
77 C 0.01184 1.86951 -4.74324
78 C -0.72516 1.90956 -1.65918
79 Si -2.48514 2.08016 -2.37106
80 C -2.67602 3.72661 -3.25077
81 C -3.83145 2.19454 -1.05152
82 C -2.95974 0.67559 -3.53053
83 H 2.86517 2.08103 -3.61777
84 H 2.13446 0.68618 -2.84595
85 H 2.68625 2.10214 -1.85326
86 H 1.47938 4.63110 -3.67364
87 H 1.04778 4.63234 -1.97025
88 H -0.19677 4.87152 -3.19323
89 H 0.70619 2.33797 -5.44703
90 H -0.99471 2.12215 -5.06750
91 H 0.13042 0.78698 -4.84944
92 H -0.71100 2.79766 -1.00394
93 H -2.54047 4.55613 -2.55100
94 H -3.70859 3.78177 -3.60692
95 H -2.02929 3.89667 -4.10724
96 H -3.53876 2.81655 -0.20135
97 H -4.16078 1.22406 -0.68235
98 H -4.70635 2.67273 -1.49693
99 H -2.11035 0.15702 -3.97526
100 H -3.55680 1.07696 -4.35237
101 H -3.59001 -0.05705 -3.01554

## Properties
**Spin multiplicity**: 2
**Total charge**: +2
**Orbital gap (alpha / beta)**: 7.1 / 6.9 eV
**E_LUMO (alpha / beta)**: -6.4 / -6.9 eV

Löwdin population analysis, charges in e, atoms 1 to 99: number 1, Ir, carries 1.313; number 2, C, carries 0.001; number 3, C, carries 0.002; number 4, C, carries 0.018; number 5, C, carries -0.226; number 6, N, carries -0.025; number 7, C, carries -0.083; number 8, C, carries -0.212; number 9, C, carries 0.029; number 10, C, carries 0.007; number 11, C, carries 0.041; number 12, C, carries -0.181; number 13, N, carries -0.026; number 14, C, carries -0.175; number 15, C, carries 0.035; number 16, C, carries 0.001; number 17, C, carries 0.002; number 18, C, carries -0.103; number 19, N, carries -0.052; number 20, H, carries 0.130; number 21, H, carries 0.132; number 22, H, carries 0.129; number 23, H, carries 0.104; number 24, H, carries 0.131; number 25, H, carries 0.134; number 26, H, carries 0.130; number 27, H, carries 0.126; number 28, H, carries 0.132; number 29, H, carries 0.130; number 30, H, carries 0.123; number 31, C, carries -0.029; number 32, C, carries -0.241; number 33, C, carries 0.037; number 34, C, carries -0.235; number 35, C, carries -0.027; number 36, C, carries 0.036; number 37, C, carries -0.252; number 38, C, carries 0.016; number 39, N, carries 0.043; number 40, C, carries -0.429; number 41, C, carries -0.062; number 42, C, carries -0.266; number 43, C, carries -0.099; number 44, C, carries -0.267; number 45, C, carries -0.094; number 46, C, carries -0.274; number 47, C, carries -0.097; number 48, C, carries -0.140; number 49, C, carries -0.061; number 50, H, carries 0.095; number 51, H, carries 0.072; number 52, H, carries 0.091; number 53, H, carries 0.134; number 54, H, carries 0.084; number 55, H, carries 0.090; number 56, H, carries 0.095; number 57, H, carries 0.108; number 58, H, carries 0.099; number 59, H, carries 0.113; number 60, H, carries 0.090; number 61, H, carries 0.150; number 62, H, carries 0.128; number 63, H, carries 0.132; number 64, H, carries 0.151; number 65, H, carries 0.128; number 66, H, carries 0.134; number 67, H, carries 0.129; number 68, H, carries 0.115; number 69, H, carries 0.135; number 70, H, carries 0.103; number 71, H, carries 0.072; number 72, H, carries 0.122; number 73, H, carries 0.139; number 74, C, carries -0.183; number 75, Si, carries 0.419; number 76, C, carries -0.163; number 77, C, carries -0.171; number 78, C, carries -0.439; number 79, Si, carries 0.428; number 80, C, carries -0.181; number 81, C, carries -0.158; number 82, C, carries -0.158; number 83, H, carries 0.059; number 84, H, carries 0.005; number 85, H, carries 0.024; number 86, H, carries 0.047; number 87, H, carries 0.035; number 88, H, carries 0.020; number 89, H, carries 0.049; number 90, H, carries 0.022; number 91, H, carries 0.027; number 92, H, carries -0.011; number 93, H, carries 0.047; number 94, H, carries 0.046; number 95, H, carries 0.021; number 96, H, carries 0.037; number 97, H, carries 0.006; number 98, H, carries 0.048; number 99, H, carries 0.017



Stability check: which of them is least stable? <P>.